# C50H77Br2F3N4O8S3

A molecular structure, C50H77Br2F3N4O8S3 at a distorted geometry (ωB97M-V with the def2-TZVPD basis set, the Open Molecules 2025 dataset).

Kohn-Sham gap = 7.89 eV
spin multiplicity = 1
E_LUMO = -0.32 eV
highest occupied orbital energy = -0.302 Eh
E_tot = -9414.404735 Ha
molecular weight = 1175.189 g/mol

Atoms and positions in Å:
C: 6.472 -3.403 -3.123
O: 6.359 -2.221 -2.366
C: 5.782 -1.138 -3.093
C: 4.921 -0.277 -2.193
C: 5.597 0.426 -1.101
C: 7.093 0.278 -0.927
C: 7.980 1.085 -1.909
C: 8.168 2.552 -1.591
F: 8.527 2.713 -0.294
Br: 6.584 3.598 -2.003
C: 9.358 3.095 -2.430
F: 9.130 2.897 -3.729
F: 10.461 2.434 -2.084
Br: 9.717 5.007 -2.162
C: 4.873 1.221 -0.226
C: 5.413 1.955 0.971
C: 5.145 1.196 2.303
C: 4.069 1.867 3.176
S: 2.898 0.745 3.974
C: 1.300 1.194 3.338
S: 0.952 2.744 2.948
N: 0.488 0.095 3.243
C: -0.958 0.350 3.144
C: -1.453 0.084 1.740
O: -1.320 -1.294 1.420
C: -0.191 -1.896 2.037
C: 0.940 -0.919 2.267
C: 3.482 1.369 -0.499
N: 2.682 2.172 0.208
S: 1.225 2.058 -0.471
N: 1.535 1.017 -1.633
C: 2.826 0.691 -1.561
C: 3.556 -0.192 -2.419
C: 2.825 -0.949 -3.509
C: 1.490 -1.654 -3.127
C: 0.268 -1.319 -3.995
N: -0.614 -0.303 -3.434
C: -2.029 -0.720 -3.423
C: -2.896 0.423 -2.977
C: -2.466 1.231 -1.913
C: -3.211 2.321 -1.452
C: -4.432 2.619 -2.071
C: -4.880 1.817 -3.117
C: -4.130 0.721 -3.567
O: -4.603 -0.057 -4.616
H: 6.685 -4.212 -2.434
H: 7.290 -3.365 -3.842
H: 5.557 -3.645 -3.665
H: 6.582 -0.525 -3.496
H: 5.214 -1.542 -3.919
H: 7.410 0.567 0.064
H: 7.365 -0.761 -1.057
H: 7.661 0.994 -2.937
H: 8.975 0.645 -1.844
H: 6.478 2.091 0.878
H: 4.934 2.929 0.999
H: 6.075 1.132 2.856
H: 4.845 0.178 2.066
H: 4.568 2.359 4.007
H: 3.540 2.644 2.639
H: -1.456 -0.394 3.767
H: -1.261 1.314 3.525
H: -0.956 0.718 1.007
H: -2.519 0.298 1.700
H: 0.167 -2.723 1.436
H: -0.483 -2.300 3.008
H: 1.286 -0.482 1.331
H: 1.756 -1.478 2.713
H: 2.630 -0.271 -4.339
H: 3.458 -1.746 -3.866
H: 1.660 -2.719 -3.273
H: 1.251 -1.543 -2.076
H: -0.315 -2.229 -4.127
H: 0.639 -1.043 -4.985
H: -0.571 0.553 -3.970
H: -2.114 -1.508 -2.676
H: -2.329 -1.089 -4.403
H: -1.524 0.985 -1.445
H: -2.832 2.919 -0.640
H: -5.000 3.464 -1.717
H: -5.827 2.032 -3.588
H: -5.235 -0.679 -4.247
C: 11.381 -3.081 -3.886
C: 11.701 -4.245 -2.952
C: 10.319 -4.839 -2.716
O: 9.567 -4.598 -3.909
C: 10.269 -3.671 -4.742
H: 12.232 -2.743 -4.476
H: 11.006 -2.232 -3.311
H: 12.341 -4.969 -3.460
H: 12.193 -3.945 -2.028
H: 9.812 -4.344 -1.880
H: 10.344 -5.911 -2.521
H: 10.674 -4.213 -5.603
H: 9.569 -2.917 -5.107
C: -4.194 2.011 4.652
C: -5.656 2.367 4.405
C: -5.623 3.887 4.511
O: -4.326 4.294 4.067
C: -3.474 3.154 3.957
H: -3.910 1.032 4.264
H: -3.979 2.027 5.723
H: -5.948 2.069 3.395
H: -6.349 1.907 5.109
H: -5.752 4.214 5.548
H: -6.381 4.372 3.895
H: -3.320 2.938 2.892
H: -2.505 3.374 4.408
C: 3.630 -5.369 1.417
C: 3.052 -5.487 0.010
C: 1.562 -5.579 0.294
O: 1.330 -4.821 1.484
C: 2.580 -4.511 2.108
H: 4.624 -4.925 1.449
H: 3.679 -6.354 1.886
H: 3.273 -4.581 -0.560
H: 3.426 -6.343 -0.547
H: 1.253 -6.614 0.474
H: 0.951 -5.173 -0.511
H: 2.787 -3.444 1.962
H: 2.505 -4.706 3.178
C: -10.038 2.192 1.606
C: -9.115 1.394 0.687
C: -8.068 2.437 0.318
O: -7.964 3.316 1.441
C: -9.043 3.076 2.345
H: -10.633 1.573 2.276
H: -10.719 2.806 1.012
H: -8.652 0.575 1.242
H: -9.617 0.973 -0.183
H: -8.380 3.022 -0.554
H: -7.089 2.005 0.111
H: -8.644 2.566 3.230
H: -9.471 4.029 2.658
C: -15.299 2.656 2.744
C: -13.790 2.462 2.616
C: -13.520 1.429 3.702
O: -14.698 0.628 3.798
C: -15.763 1.243 3.071
H: -15.769 3.057 1.848
H: -15.520 3.328 3.576
H: -13.548 2.048 1.634
H: -13.215 3.377 2.750
H: -13.345 1.909 4.671
H: -12.668 0.785 3.477
H: -15.943 0.664 2.159
H: -16.669 1.222 3.678

Mulliken atomic charge list, values in e, 99 entries:
1 C -0.675
2 O -0.393
3 C -1.066
4 C 0.549
5 C 0.295
6 C -1.525
7 C -1.371
8 C 0.597
9 F -0.311
10 Br -0.032
11 C 0.605
12 F -0.199
13 F -0.194
14 Br -0.130
15 C 0.250
16 C -1.315
17 C -0.940
18 C -0.803
19 S -0.182
20 C 0.354
21 S -0.251
22 N 0.159
23 C -0.811
24 C 0.378
25 O -0.440
26 C -0.774
27 C -0.158
28 C 0.560
29 N -0.248
30 S 0.056
31 N -0.258
32 C 0.005
33 C 0.308
34 C -0.561
35 C -0.856
36 C -1.027
37 N 0.042
38 C -0.845
39 C -0.121
40 C -0.160
41 C -0.772
42 C -0.575
43 C -0.622
44 C 0.397
45 O -0.592
46 H 0.251
47 H 0.202
48 H 0.325
49 H 0.046
50 H 0.722
51 H 0.578
52 H 0.709
53 H 0.551
54 H 0.525
55 H 0.240
56 H 0.749
57 H 0.435
58 H 0.391
59 H 0.444
60 H 0.420
61 H 0.176
62 H 0.245
63 H -0.482
64 H 0.578
65 H 0.271
66 H 0.240
67 H -0.189
68 H 0.754
69 H 0.535
70 H -0.083
71 H 0.599
72 H 0.208
73 H 0.406
74 H 0.277
75 H 0.272
76 H 0.356
77 H 0.491
78 H 0.516
79 H 0.494
80 H 0.514
81 H 0.451
82 H 0.322
83 C -0.385
84 C -0.550
85 C -0.385
86 O -0.376
87 C -0.361
88 H 0.351
89 H 0.092
90 H 0.262
91 H 0.332
92 H 0.221
93 H 0.284
94 H 0.292
95 H 0.253
96 C -0.490
97 C -0.299
98 C -0.498
99 O -0.467

# C50H84ClFI2N9O3S2

7 unconnected molecules or ions with the total composition C50H84ClFI2N9O3S2 at a distorted geometry (ωB97M-V with the def2-TZVPD basis set, the Open Molecules 2025 dataset).

Kohn-Sham gap = 7.92 eV
spin multiplicity = 1
E_LUMO = -3.12 eV
highest occupied orbital energy = -0.406 Eh
E_tot = -4625.310489 Ha
molecular weight = 1231.675 g/mol
charge = +1

Atoms and positions in Å:
C: 3.179 3.169 1.260
C: 3.244 1.833 1.427
C: 2.141 0.930 0.800
C: 2.690 -0.216 -0.163
O: 3.785 -0.654 0.651
C: 1.687 -1.419 -0.556
C: 0.293 -0.615 -0.526
O: -0.784 -1.311 -1.149
C: -2.046 -0.924 -0.600
C: -2.446 -1.706 0.695
C: -3.129 -3.110 0.462
C: 1.489 -2.271 0.754
C: 2.295 -3.544 1.084
C: 3.825 -3.626 0.766
Cl: 2.208 -3.698 2.941
C: 2.102 -2.046 -1.966
C: 1.182 -1.932 -3.260
C: 0.778 -0.555 -3.847
C: -0.359 -0.647 -4.971
C: -0.457 -2.019 -5.718
C: -1.715 -2.794 -5.150
C: 2.487 -3.569 -2.156
I: 4.375 -4.249 -3.018
C: 1.677 -4.633 -1.902
C: 2.105 -6.125 -2.142
I: -0.322 -4.478 -1.194
C: 3.309 -1.026 -2.279
F: 4.612 -1.497 -1.953
N: 3.323 0.246 -1.453
S: 2.466 1.670 -2.188
C: 4.686 0.947 -1.367
C: 5.290 1.335 -2.789
S: 7.126 1.079 -2.793
C: 7.434 -0.667 -2.681
N: 7.528 -1.341 -1.546
N: 7.764 -2.643 -1.713
C: 7.805 -2.802 -3.056
O: 7.623 -1.610 -3.672
H: 2.201 3.603 0.940
H: 4.029 3.864 1.383
H: 4.085 1.428 2.031
H: 1.419 1.628 0.319
H: 1.575 0.510 1.673
H: 3.500 -0.809 1.563
H: 0.349 0.374 -1.038
H: -0.056 -0.471 0.530
H: -1.989 0.163 -0.328
H: -2.848 -1.082 -1.350
H: -3.158 -1.103 1.312
H: -1.535 -1.855 1.319
H: -3.397 -3.336 -0.571
H: -4.029 -3.229 1.102
H: -2.398 -3.900 0.832
H: 0.401 -2.533 0.802
H: 1.590 -1.594 1.642
H: 1.851 -4.517 0.772
H: 4.168 -3.047 -0.114
H: 4.373 -3.204 1.648
H: 4.136 -4.698 0.723
H: 1.753 -2.469 -4.064
H: 0.234 -2.517 -3.182
H: 1.665 -0.137 -4.396
H: 0.365 0.151 -3.100
H: -1.329 -0.296 -4.540
H: -0.092 0.126 -5.739
H: 0.468 -2.629 -5.739
H: -0.717 -1.793 -6.785
H: -1.964 -3.715 -5.719
H: -1.615 -3.056 -4.068
H: -2.557 -2.056 -5.195
H: 2.248 -6.238 -3.238
H: 1.316 -6.837 -1.823
H: 3.020 -6.384 -1.555
H: 3.448 -0.896 -3.380
H: 2.530 1.582 -3.550
H: 4.459 1.948 -0.929
H: 5.454 0.488 -0.726
H: 4.822 0.787 -3.633
H: 5.174 2.428 -2.993
H: 7.962 -3.772 -3.558
C: -7.807 -0.068 -0.592
C: -6.860 0.368 -1.702
C: -6.158 -0.812 -2.380
C: -5.357 -1.560 -1.382
N: -4.737 -2.143 -0.598
H: -7.273 -0.573 0.211
H: -8.306 0.797 -0.154
H: -8.575 -0.745 -0.975
H: -6.115 1.051 -1.283
H: -7.420 0.928 -2.454
H: -5.498 -0.454 -3.173
H: -6.887 -1.490 -2.828
C: -4.588 2.729 4.383
C: -4.873 1.415 3.662
C: -3.725 0.409 3.781
C: -2.488 0.967 3.182
N: -1.526 1.397 2.712
H: -3.724 3.243 3.955
H: -5.441 3.401 4.297
H: -4.397 2.560 5.443
H: -5.073 1.624 2.607
H: -5.780 0.970 4.077
H: -3.981 -0.517 3.263
H: -3.533 0.168 4.829
C: 2.810 7.614 -3.416
C: 2.735 6.528 -2.348
C: 3.307 5.187 -2.821
C: 2.540 4.694 -3.998
N: 1.945 4.314 -4.910
H: 2.217 7.356 -4.295
H: 2.419 8.555 -3.027
H: 3.842 7.780 -3.734
H: 1.692 6.398 -2.046
H: 3.286 6.857 -1.465
H: 3.244 4.448 -2.021
H: 4.358 5.296 -3.099
C: 10.521 -1.330 3.273
C: 9.518 -1.520 2.140
C: 9.698 -0.506 1.007
C: 9.507 0.870 1.523
N: 9.354 1.940 1.923
H: 10.405 -0.357 3.754
H: 10.375 -2.091 4.042
H: 11.547 -1.412 2.906
H: 8.506 -1.445 2.546
H: 9.627 -2.529 1.734
H: 8.968 -0.692 0.218
H: 10.696 -0.590 0.573
C: -6.781 -3.836 3.991
C: -7.856 -4.123 2.948
C: -7.835 -3.131 1.782
C: -8.074 -1.755 2.278
N: -8.259 -0.687 2.670
H: -6.924 -2.859 4.457
H: -6.813 -4.582 4.786
H: -5.783 -3.860 3.542
H: -8.835 -4.103 3.433
H: -7.712 -5.133 2.558
H: -8.611 -3.384 1.058
H: -6.870 -3.161 1.270
C: -6.745 6.674 4.107
C: -7.624 6.674 5.354
C: -6.815 6.630 6.653
C: -5.996 5.396 6.705
N: -5.359 4.437 6.744
H: -6.152 5.760 4.033
H: -7.361 6.735 3.209
H: -6.062 7.528 4.109
H: -8.300 5.816 5.311
H: -8.245 7.572 5.352
H: -7.485 6.645 7.514
H: -6.155 7.497 6.723

Mulliken atomic charge list, values in e, 99 entries:
1 C -0.839
2 C -0.493
3 C -0.541
4 C -1.106
5 O -0.813
6 C 4.155
7 C -2.507
8 O 0.257
9 C -0.284
10 C 0.723
11 C -0.993
12 C -2.274
13 C 0.144
14 C -0.943
15 Cl -0.211
16 C 3.121
17 C -1.194
18 C 0.480
19 C -1.110
20 C -0.489
21 C -0.830
22 C -1.604
23 I 0.076
24 C 0.088
25 C -1.689
26 I 0.301
27 C -1.975
28 F -0.139
29 N 0.848
30 S -0.097
31 C -1.079
32 C -0.475
33 S -0.165
34 C 0.407
35 N 0.127
36 N -0.514
37 C -0.143
38 O -0.298
39 H 0.312
40 H 0.337
41 H 0.316
42 H 0.438
43 H 0.352
44 H 0.759
45 H -0.023
46 H 0.626
47 H 0.317
48 H -0.047
49 H -0.313
50 H 0.279
51 H 0.291
52 H -0.177
53 H 0.448
54 H -0.236
55 H 0.874
56 H 0.512
57 H -0.104
58 H 0.458
59 H 0.343
60 H 1.126
61 H -0.492
62 H 0.391
63 H -0.530
64 H 0.379
65 H 0.417
66 H 0.323
67 H 0.411
68 H 0.341
69 H 0.038
70 H 0.280
71 H 0.442
72 H 0.429
73 H 0.357
74 H 0.651
75 H 0.291
76 H 0.306
77 H 0.928
78 H 0.429
79 H 0.169
80 H 0.408
81 C -0.717
82 C -0.513
83 C -0.609
84 C 0.337
85 N -0.458
86 H -0.160
87 H 0.377
88 H 0.334
89 H 0.277
90 H 0.346
91 H 0.292
92 H 0.338
93 C -1.152
94 C -0.254
95 C -0.397
96 C 0.334
97 N -0.501
98 H 0.285
99 H 0.208

# C50H84ClFIN8O9S2

7 unconnected molecules or ions with the total composition C50H84ClFIN8O9S2 at a distorted geometry (ωB97M-V with the def2-TZVPD basis set, the Open Molecules 2025 dataset).

Kohn-Sham gap = 8.09 eV
spin multiplicity = 1
E_LUMO = -2.23 eV
highest occupied orbital energy = -0.379 Eh
E_tot = -4724.789714 Ha
molecular weight = 1186.758 g/mol
charge = +1

Atoms and positions in Å:
C: 1.906 -2.375 -2.962
C: 1.239 -1.828 -4.233
I: 0.204 -3.377 -5.299
C: 0.409 -0.547 -3.970
C: -1.084 -0.743 -3.740
C: -1.813 0.581 -3.421
C: -1.625 1.124 -1.971
C: -3.032 1.577 -1.450
C: -3.098 2.829 -0.586
F: -3.423 3.951 -1.334
C: -0.584 2.218 -1.973
C: -0.906 3.440 -2.875
C: -0.602 4.755 -2.186
C: -0.673 5.945 -3.119
O: -1.571 6.148 -3.881
O: 0.358 6.821 -3.026
C: -1.156 -0.083 -1.046
C: -1.279 0.317 0.429
C: -0.435 -0.436 1.488
C: 1.093 -0.517 1.296
S: 1.919 1.031 1.736
C: 3.022 1.433 0.427
S: 3.088 0.599 -0.994
N: 3.884 2.483 0.702
C: 3.229 3.613 1.334
C: 3.870 4.263 2.364
C: 3.242 5.320 2.982
C: 1.989 5.748 2.612
C: 1.354 5.093 1.571
C: 1.980 4.047 0.955
C: 4.738 2.885 -0.404
C: 5.947 2.256 -0.548
C: 6.811 2.571 -1.573
C: 6.444 3.564 -2.457
C: 5.235 4.206 -2.304
C: 4.368 3.869 -1.291
C: -1.999 -1.278 -1.465
C: -2.026 -2.425 -0.468
C: -2.913 -3.563 -0.905
O: -4.018 -3.346 -1.274
Cl: -2.247 -5.189 -0.773
N: -1.400 -1.819 -2.747
H: 2.369 -1.572 -2.390
H: 2.726 -3.008 -3.295
H: 1.245 -2.994 -2.353
H: 2.062 -1.525 -4.870
H: 0.492 0.087 -4.850
H: 0.903 -0.025 -3.153
H: -1.497 -1.064 -4.692
H: -1.483 1.270 -4.195
H: -2.867 0.384 -3.620
H: -3.548 0.794 -0.899
H: -3.672 1.786 -2.308
H: -2.213 3.024 0.014
H: -3.925 2.698 0.113
H: 0.382 1.857 -2.296
H: -0.406 2.620 -0.977
H: -0.254 3.378 -3.749
H: -1.918 3.397 -3.272
H: -1.239 4.961 -1.325
H: 0.416 4.711 -1.808
H: 0.751 6.732 -2.147
H: -0.104 -0.243 -1.289
H: -0.936 1.349 0.474
H: -2.316 0.333 0.768
H: -0.794 -1.439 1.705
H: -0.591 0.123 2.412
H: 1.445 -1.238 2.033
H: 1.436 -0.882 0.333
H: 4.852 3.930 2.663
H: 3.748 5.827 3.793
H: 1.464 6.555 3.098
H: 0.365 5.382 1.253
H: 1.478 3.513 0.161
H: 6.231 1.463 0.131
H: 7.757 2.068 -1.692
H: 7.073 3.864 -3.283
H: 4.953 4.992 -2.989
H: 3.411 4.345 -1.172
H: -3.030 -1.034 -1.708
H: -1.011 -2.735 -0.220
H: -2.442 -2.043 0.465
H: -0.598 -2.394 -2.484
H: -2.092 -2.450 -3.155
C: -0.435 8.521 -1.962
C: -0.095 8.072 -0.563
O: 0.979 7.555 -0.270
N: -1.035 8.262 0.396
C: -2.356 8.851 0.258
H: 0.404 8.312 -2.617
H: -1.308 7.984 -2.336
H: -0.628 9.594 -1.979
H: -0.748 7.946 1.309
H: -2.432 9.725 0.907
H: -3.110 8.125 0.564
H: -2.548 9.152 -0.765
C: -5.638 -1.508 0.054
C: -5.779 -0.548 1.207
O: -5.059 0.445 1.293
N: -6.713 -0.811 2.142
C: -7.636 -1.931 2.200
H: -4.844 -1.151 -0.591
H: -5.375 -2.497 0.424
H: -6.558 -1.565 -0.528
H: -6.745 -0.127 2.882
H: -8.660 -1.554 2.201
H: -7.467 -2.489 3.121
H: -7.503 -2.597 1.355
C: -5.958 -6.394 1.969
C: -6.272 -5.387 3.049
O: -5.606 -4.370 3.196
N: -7.328 -5.642 3.860
C: -8.228 -6.783 3.836
H: -5.092 -6.046 1.412
H: -5.724 -7.367 2.402
H: -6.799 -6.487 1.282
H: -7.480 -4.930 4.557
H: -9.250 -6.436 3.678
H: -8.182 -7.300 4.795
H: -7.964 -7.478 3.047
C: 2.060 -2.096 6.761
C: 1.486 -1.219 5.676
O: 0.758 -1.662 4.796
N: 1.802 0.099 5.694
C: 2.642 0.822 6.632
H: 1.716 -3.114 6.604
H: 3.150 -2.087 6.723
H: 1.723 -1.761 7.742
H: 1.378 0.610 4.936
H: 2.058 1.612 7.106
H: 3.472 1.282 6.093
H: 3.037 0.164 7.398
C: -2.192 -11.667 -0.338
C: -3.013 -10.667 -1.117
O: -3.914 -11.006 -1.861
N: -2.712 -9.346 -0.961
C: -1.686 -8.746 -0.130
H: -2.551 -12.665 -0.568
H: -1.140 -11.602 -0.619
H: -2.297 -11.497 0.734
H: -3.298 -8.737 -1.510
H: -2.159 -8.068 0.585
H: -1.004 -8.171 -0.761
H: -1.121 -9.496 0.413
C: 11.541 -0.655 -0.334
C: 10.077 -0.711 -0.695
O: 9.227 -1.089 0.094
N: 9.720 -0.320 -1.950
C: 10.572 0.158 -3.023
H: 11.660 -0.995 0.689
H: 12.122 -1.307 -0.988
H: 11.915 0.367 -0.408
H: 8.728 -0.385 -2.117
H: 10.263 1.165 -3.313
H: 10.467 -0.496 -3.890
H: 11.613 0.181 -2.721

Mulliken atomic charge list, values in e, 99 entries:
1 C -0.742
2 C -1.364
3 I 0.085
4 C 0.222
5 C -0.648
6 C -1.882
7 C 1.493
8 C -0.769
9 C -0.604
10 F -0.423
11 C 0.568
12 C -2.058
13 C 0.824
14 C 0.190
15 O -0.607
16 O -0.554
17 C 1.506
18 C -0.996
19 C -1.720
20 C -0.660
21 S 0.073
22 C -0.013
23 S -0.329
24 N 0.516
25 C -1.531
26 C -0.399
27 C -0.821
28 C -0.691
29 C -0.681
30 C 0.631
31 C -0.554
32 C -0.091
33 C -0.802
34 C -0.407
35 C -0.849
36 C 0.014
37 C -1.888
38 C -1.283
39 C 0.219
40 O -0.445
41 Cl -0.103
42 N 0.358
43 H 0.019
44 H 0.482
45 H 0.407
46 H 0.817
47 H 0.558
48 H -0.338
49 H 0.687
50 H 0.636
51 H 0.583
52 H -0.344
53 H 0.838
54 H 0.047
55 H 0.630
56 H 0.878
57 H -0.649
58 H 0.718
59 H 0.500
60 H 0.190
61 H -0.342
62 H 0.375
63 H 0.307
64 H 0.312
65 H -0.119
66 H 0.295
67 H 0.726
68 H 0.600
69 H 0.272
70 H 0.547
71 H 0.414
72 H 0.416
73 H 0.391
74 H 1.216
75 H 0.474
76 H 0.555
77 H 0.410
78 H 0.427
79 H 0.550
80 H 0.991
81 H 0.584
82 H 0.595
83 H 0.364
84 H 0.767
85 C -1.537
86 C 0.849
87 O -0.669
88 N -0.113
89 C -0.975
90 H 0.403
91 H 0.390
92 H 0.578
93 H 0.229
94 H 0.324
95 H 0.294
96 H 0.368
97 C -0.029
98 C 0.611
99 O -0.620

Question: What is the formula in the first record?
Answer: C50H77Br2F3N4O8S3